Entry 1:
The following is a quantum chemistry calculation of the ion C7H12NO3S with charge +1, from the OMol25 dataset.

Results
energy above the lowest of the compared OMol25 structures with the same formula, charge and spin = 0.0 kJ/mol
DFT total energy = -952.2225 a.u.
strongest force on any atom = 6.62 eV/A
LUMO energy = -0.18867 Ha
net charge = +1
Kohn-Sham gap = 8.79 eV

Element x y z (Å)
C1 2.89 0.42 -0.83
N1 1.72 -0.01 0.16
C2 2.21 -0.21 1.48
C3 0.68 0.92 0.09
C4 -0.64 0.47 0.14
C5 -1.89 1.19 0.27
O1 -1.91 2.37 0.60
C6 -3.08 0.40 -0.14
C7 -2.70 -0.89 -0.91
S1 -1.13 -1.33 -0.15
O2 -0.05 -1.85 -0.96
O3 -1.40 -2.02 1.02
H1 3.12 1.39 -0.73
H2 3.80 -0.21 -0.85
H3 2.42 0.31 -1.75
H4 1.50 -0.91 -0.26
H5 2.99 -1.04 1.41
H6 2.77 0.74 1.71
H7 1.52 -0.57 2.24
H8 0.83 1.94 0.00
H9 -3.80 0.07 0.75
H10 -3.82 1.13 -0.60
H11 -3.47 -1.71 -0.78
H12 -2.58 -0.61 -1.91

Here are the natural (NBO) charges for atoms 1 to 8, given in e: -0.381, -0.402, -0.433, 0.056, -0.324, 0.490, -0.453, -0.548


Entry 2:
The following is a quantum chemistry calculation of a cluster of 10 separate species, C32H62F21N4O16PS5 in total, from the OMol25 dataset.

Results
DFT total energy = -7108.7400 a.u.
strongest force on any atom = 7.34 eV/A
LUMO energy = 0.02784 Ha
net charge = -2
Kohn-Sham gap = 4.74 eV

Element x y z (Å)
C1 -0.79 0.74 0.48
C2 0.53 1.20 1.03
O1 0.62 1.87 2.12
N1 1.79 1.08 0.10
H1 2.01 0.11 -0.08
H2 1.39 1.46 -0.74
C3 3.01 1.92 0.62
H3 -1.06 0.88 -0.57
H4 -1.68 1.19 0.90
H5 -0.90 -0.34 0.57
H6 2.79 2.98 0.75
H7 3.83 1.85 -0.10
H8 3.44 1.47 1.51
C4 -2.87 6.62 5.39
C5 -4.39 6.83 5.44
C6 -4.98 5.97 4.29
N2 -6.52 6.33 3.99
C7 -6.52 7.76 3.30
C8 -7.52 6.25 5.25
C9 -8.58 5.33 4.73
C10 -8.60 5.35 3.19
C11 -7.16 5.34 2.99
H9 -2.45 7.30 6.13
H10 -2.51 7.01 4.44
H11 -2.48 5.63 5.61
H12 -4.59 7.85 5.11
H13 -4.85 6.43 6.35
H14 -4.90 4.91 4.55
H15 -4.42 6.16 3.38
H16 -7.47 7.65 2.78
H17 -5.66 7.91 2.64
H18 -6.48 8.49 4.11
H19 -7.94 7.24 5.42
H20 -7.01 5.97 6.17
H21 -9.56 5.74 4.97
H22 -8.55 4.30 5.07
H23 -9.11 6.23 2.80
H24 -9.21 4.54 2.79
H25 -6.90 5.57 1.95
H26 -6.61 4.43 3.23
C12 10.64 -6.86 -7.33
C13 10.65 -5.96 -6.15
C14 9.35 -6.18 -5.37
N3 9.09 -5.00 -4.41
C15 8.91 -3.73 -5.32
C16 10.24 -4.78 -3.37
C17 9.45 -4.18 -2.20
C18 7.98 -4.39 -2.27
C19 7.76 -5.21 -3.53
H27 11.67 -6.84 -7.68
H28 9.96 -6.57 -8.14
H29 10.38 -7.88 -7.05
H30 10.81 -5.00 -6.62
H31 11.50 -6.22 -5.51
H32 9.30 -6.95 -4.60
H33 8.47 -6.28 -6.02
H34 8.29 -4.08 -6.15
H35 9.90 -3.38 -5.61
H36 8.35 -3.02 -4.71
H37 10.91 -4.04 -3.82
H38 10.69 -5.75 -3.19
H39 9.76 -3.17 -1.93
H40 9.82 -4.79 -1.38
H41 7.48 -3.42 -2.23
H42 7.60 -4.89 -1.38
H43 6.86 -5.15 -4.14
H44 7.85 -6.24 -3.19
C20 -7.07 -0.20 -2.55
C21 -7.48 -0.99 -1.33
C22 -7.56 -2.52 -1.66
N4 -8.23 -3.35 -0.54
C23 -9.75 -3.07 -0.22
C24 -7.42 -3.29 0.79
C25 -6.20 -4.27 0.60
C26 -6.83 -5.37 -0.22
C27 -8.01 -4.80 -0.90
H45 -7.01 0.86 -2.29
H46 -7.74 -0.31 -3.40
H47 -6.08 -0.50 -2.86
H48 -8.33 -0.58 -0.79
H49 -6.65 -0.84 -0.65
H50 -6.55 -2.92 -1.68
H51 -8.17 -2.81 -2.51
H52 -10.26 -3.01 -1.18
H53 -9.73 -2.02 0.06
H54 -10.21 -3.72 0.52
H55 -7.99 -3.67 1.63
H56 -7.11 -2.25 0.88
H57 -5.78 -4.67 1.53
H58 -5.32 -3.90 0.09
H59 -6.99 -6.26 0.39
H60 -6.14 -5.75 -0.97
H61 -8.94 -5.32 -0.63
H62 -7.91 -5.08 -1.95
C28 5.30 0.52 7.60
F1 5.67 1.80 7.98
F2 3.94 0.45 7.49
F3 5.80 0.36 6.36
S1 5.85 -0.74 8.91
O2 7.29 -0.77 8.83
O3 5.43 -0.10 10.14
O4 5.30 -2.05 8.55
C29 9.99 3.36 0.68
F4 9.11 2.40 1.05
F5 9.48 4.55 0.64
F6 11.07 3.31 1.50
S2 10.79 2.95 -1.09
O5 11.64 1.77 -1.01
O6 9.59 2.83 -1.97
O7 11.54 4.19 -1.34
C30 2.74 1.00 -7.79
F7 3.57 0.05 -7.41
F8 3.09 1.37 -9.04
F9 1.43 0.51 -7.77
S3 3.02 2.43 -6.57
O8 2.52 1.87 -5.32
O9 4.41 2.90 -6.57
O10 2.07 3.53 -6.96
C31 0.24 -5.74 -3.84
F10 1.03 -5.42 -4.85
F11 -0.92 -5.17 -4.00
F12 0.02 -7.04 -3.83
S4 1.00 -5.25 -2.07
O11 1.99 -6.24 -1.73
O12 1.62 -3.88 -2.25
O13 -0.13 -5.33 -1.19
C32 -3.47 -0.59 6.85
F13 -3.11 -1.34 7.86
F14 -2.77 0.58 6.95
F15 -3.30 -1.25 5.73
S5 -5.38 -0.34 7.01
O14 -6.01 -1.54 7.53
O15 -5.47 0.78 7.97
O16 -5.72 0.06 5.64
P1 -2.24 6.31 -2.57
F16 -2.80 7.83 -1.97
F17 -1.17 6.18 -1.31
F18 -3.48 5.43 -1.79
F19 -1.69 4.91 -3.13
F20 -3.11 6.38 -3.88
F21 -1.17 7.18 -3.51

Here are the Löwdin charges for atoms 1 to 8, given in e: 0.005, -0.253, 0.105, 0.128, 0.178, 0.170, 0.050, 0.099